{"formula": "C36H81N14O6", "method": "the ωB97M-V functional and the def2-TZVPD basis", "orbital_gap_ev": 6.78, "charge": 1, "spin_multiplicity": 1, "symbols": ["C", "C", "C", "C", "C", "C", "C", "C", "C", "C", "C", "C", "C", "C", "C", "C", "C", "C", "N", "C", "N", "C", "C", "C", "C", "C", "C", "C", "C", "C", "C", "C", "H", "H", "H", "H", "H", "H", "H", "H", "H", "H", "H", "H", "H", "H", "H", "H", "H", "H", "H", "H", "H", "H", "H", "H", "H", "H", "H", "H", "H", "H", "H", "H", "H", "H", "H", "H", "H", "H", "H", "H", "H", "H", "H", "H", "H", "H", "H", "H", "H", "H", "H", "H", "H", "H", "H", "H", "H", "C", "O", "N", "N", "H", "H", "H", "H", "C", "O", "N", "N", "H", "H", "H", "H", "C", "O", "N", "N", "H", "H", "H", "H", "C", "O", "N", "N", "H", "H", "H", "H", "C", "O", "N", "N", "H", "H", "H", "H", "C", "O", "N", "N", "H", "H", "H", "H"], "positions_angstrom": [[5.424, -4.324, 2.665], [6.243, -5.226, 1.547], [7.356, -4.308, 0.706], [6.553, -2.970, 0.137], [6.881, -1.670, 1.092], [7.237, -0.301, 0.213], [7.379, 1.042, 1.173], [5.977, 1.488, 1.909], [4.813, 2.036, 0.883], [3.324, 1.505, 1.320], [2.416, 2.647, 2.126], [0.940, 2.840, 1.397], [-0.136, 3.706, 2.285], [-0.781, 2.908, 3.564], [-1.489, 1.481, 3.175], [-3.147, 1.488, 3.377], [-3.808, 0.765, 2.024], [-3.226, -0.802, 1.992], [-4.127, -1.676, 1.148], [-5.272, -2.504, 1.769], [-5.622, -2.517, 3.240], [-5.935, -3.949, 3.724], [-4.703, -4.998, 3.395], [-6.272, -3.441, 0.808], [-6.046, -3.562, -0.843], [-4.788, -2.634, -1.422], [-3.881, -1.695, -0.376], [-2.705, -0.794, -1.124], [-1.292, -1.639, -0.953], [-3.060, -0.374, -2.667], [-1.867, 0.638, -3.218], [-1.955, 2.159, -2.611], [6.194, -3.664, 3.256], [4.854, -4.999, 3.441], [4.650, -3.602, 2.147], [6.820, -6.064, 2.161], [5.535, -5.687, 0.711], [7.837, -4.925, -0.167], [8.184, -4.024, 1.512], [5.375, -3.108, 0.143], [6.921, -2.843, -0.986], [5.903, -1.432, 1.696], [7.742, -1.875, 1.882], [8.267, -0.499, -0.349], [6.417, -0.149, -0.622], [8.130, 0.746, 2.038], [7.910, 1.937, 0.588], [6.258, 2.404, 2.618], [5.631, 0.589, 2.574], [4.873, 3.211, 0.700], [5.056, 1.551, -0.176], [3.504, 0.580, 2.053], [2.794, 1.119, 0.334], [3.064, 3.637, 2.085], [2.286, 2.272, 3.244], [1.146, 3.485, 0.414], [0.553, 1.801, 1.023], [0.451, 4.668, 2.676], [-0.957, 4.111, 1.528], [0.076, 2.699, 4.366], [-1.637, 3.593, 4.038], [-1.314, 1.303, 2.032], [-1.015, 0.601, 3.828], [-3.351, 0.737, 4.270], [-3.572, 2.563, 3.570], [-3.515, 1.377, 1.070], [-4.997, 0.770, 2.110], [-2.105, -0.731, 1.587], [-3.127, -1.117, 3.114], [-4.837, -2.225, 3.858], [-5.968, -3.860, 4.914], [-6.993, -4.324, 3.396], [-3.635, -4.477, 3.502], [-4.666, -5.928, 4.136], [-4.823, -5.478, 2.311], [-7.182, -4.063, 1.234], [-6.724, -4.224, -1.532], [-4.602, -2.695, -2.578], [-2.541, 0.227, -0.532], [-0.936, -1.966, -2.041], [-0.443, -0.957, -0.473], [-1.429, -2.582, -0.268], [-4.144, 0.032, -2.840], [-2.954, -1.364, -3.321], [-1.899, 0.656, -4.411], [-0.778, 0.231, -2.957], [-1.048, 2.319, -1.852], [-2.933, 2.323, -1.974], [-1.839, 2.958, -3.489], [-9.920, -1.472, 3.042], [-10.956, -2.027, 2.711], [-8.719, -2.074, 2.974], [-9.888, -0.210, 3.506], [-7.855, -1.633, 3.242], [-8.699, -3.025, 2.630], [-10.771, 0.279, 3.574], [-9.045, 0.264, 3.784], [-2.387, 6.073, -0.323], [-2.224, 5.643, 0.808], [-3.263, 5.531, -1.188], [-1.706, 7.128, -0.805], [-3.411, 5.871, -2.123], [-3.796, 4.734, -0.865], [-1.036, 7.566, -0.186], [-1.826, 7.497, -1.733], [4.591, 1.333, -3.352], [4.940, 0.841, -2.290], [3.895, 0.648, -4.277], [4.873, 2.603, -3.693], [3.599, 1.035, -5.157], [3.662, -0.313, -4.060], [5.396, 3.154, -3.024], [4.595, 3.026, -4.562], [11.301, -1.480, -0.326], [10.492, -0.977, -1.089], [11.156, -2.720, 0.173], [12.410, -0.838, 0.084], [11.812, -3.151, 0.803], [10.334, -3.238, -0.110], [12.557, 0.099, -0.269], [13.088, -1.236, 0.712], [-1.352, 6.062, -4.891], [-1.576, 6.644, -3.842], [-2.094, 5.026, -5.322], [-0.341, 6.403, -5.711], [-1.925, 4.534, -6.183], [-2.866, 4.737, -4.735], [0.243, 7.178, -5.423], [-0.139, 5.936, -6.578], [-6.857, -2.996, -4.875], [-5.914, -2.275, -4.589], [-6.712, -4.145, -5.559], [-8.125, -2.706, -4.532], [-7.477, -4.752, -5.804], [-5.774, -4.401, -5.837], [-8.277, -1.849, -4.016], [-8.914, -3.287, -4.758]], "mulliken_charge": [-0.67, -0.62, -0.50, -0.51, -0.22, 0.16, -0.73, -0.72, 0.31, -0.42, -0.47, 0.13, -0.24, -0.71, 0.46, -0.79, 0.00, -0.90, 0.58, 0.33, -0.17, -0.54, -0.80, -0.39, -0.61, -0.55, 0.03, 1.60, -1.05, -0.83, -0.40, -0.29, 0.17, 0.33, 0.13, 0.30, 0.27, 0.27, 0.25, 0.30, 0.31, -0.10, 0.24, 0.14, -0.09, 0.32, 0.28, 0.28, 0.25, 0.40, -0.46, 0.22, 0.12, 0.32, 0.13, 0.28, -0.29, 0.38, -0.04, 0.24, 0.33, -0.53, 0.27, 0.19, 0.42, 0.10, 0.25, 0.12, 0.45, 0.35, 0.41, 0.19, 0.21, 0.36, 0.25, 0.16, 0.33, 0.10, -0.51, 0.37, 0.13, 0.34, 0.25, 0.40, 0.37, 0.20, 0.05, 0.13, -0.02, 0.55, -0.65, -0.10, -0.35, 0.11, 0.06, 0.22, 0.16, 0.62, -0.74, -0.32, -0.33, 0.17, 0.19, 0.21, 0.21, 0.56, -0.60, -0.43, -0.38, 0.16, 0.22, 0.22, 0.16, 0.69, -0.66, -0.36, -0.41, 0.16, 0.19, 0.23, 0.15, 0.64, -0.65, -0.36, -0.43, 0.16, 0.20, 0.23, 0.16, 0.74, -0.65, -0.42, -0.41, 0.16, 0.22, 0.22, 0.17]}


{"formula": "C36H81O18P3", "method": "the ωB97M-V functional and the def2-TZVPD basis", "orbital_gap_ev": 9.74, "smiles": "CCOP(=O)(OCC)OCC.CCOP(=O)(OCC)OCC.CCOP(=O)(OCC)OCC.CC(C)=O.CC(C)=O.CC(C)=O.CC(C)=O.CC(C)=O.CC(C)=O", "spin_multiplicity": 1, "symbols": ["C", "C", "O", "C", "H", "H", "H", "H", "H", "H", "C", "C", "O", "C", "H", "H", "H", "H", "H", "H", "C", "C", "O", "C", "H", "H", "H", "H", "H", "H", "C", "C", "O", "C", "H", "H", "H", "H", "H", "H", "C", "C", "O", "C", "H", "H", "H", "H", "H", "H", "C", "C", "O", "C", "H", "H", "H", "H", "H", "H", "C", "C", "O", "P", "O", "O", "C", "C", "O", "C", "C", "H", "H", "H", "H", "H", "H", "H", "H", "H", "H", "H", "H", "H", "H", "H", "C", "C", "O", "P", "O", "O", "C", "C", "O", "C", "C", "H", "H", "H", "H", "H", "H", "H", "H", "H", "H", "H", "H", "H", "H", "H", "C", "C", "O", "P", "O", "O", "C", "C", "O", "C", "C", "H", "H", "H", "H", "H", "H", "H", "H", "H", "H", "H", "H", "H", "H", "H"], "positions_angstrom": [[2.965, -0.102, 3.948], [4.259, 0.019, 3.275], [4.763, 1.064, 2.875], [4.834, -1.366, 2.925], [2.517, 0.797, 4.283], [3.034, -0.859, 4.710], [2.216, -0.552, 3.340], [4.015, -2.034, 2.535], [5.159, -1.762, 3.885], [5.689, -1.237, 2.291], [-3.305, 3.567, -2.301], [-3.559, 2.542, -3.383], [-2.647, 1.766, -3.621], [-4.983, 2.304, -3.900], [-2.257, 3.610, -2.138], [-3.873, 3.314, -1.361], [-3.535, 4.594, -2.587], [-5.339, 1.351, -3.481], [-5.214, 2.199, -4.975], [-5.628, 3.068, -3.477], [1.152, 1.073, -5.536], [1.636, 0.048, -4.512], [0.832, -0.581, -3.868], [3.155, -0.151, -4.282], [1.196, 0.504, -6.408], [1.829, 1.984, -5.515], [0.127, 1.292, -5.394], [3.590, 0.581, -3.659], [3.646, -0.109, -5.248], [3.367, -1.127, -3.861], [-0.306, -1.572, 3.697], [-1.569, -2.412, 3.659], [-2.548, -2.081, 4.355], [-1.585, -3.555, 2.755], [-0.549, -0.511, 3.888], [0.316, -1.675, 2.775], [0.307, -1.964, 4.558], [-0.901, -4.360, 2.974], [-1.217, -3.173, 1.796], [-2.596, -3.913, 2.697], [-2.355, -1.491, -5.031], [-3.080, -0.458, -5.747], [-4.268, -0.350, -5.660], [-2.251, 0.430, -6.561], [-1.351, -1.204, -4.685], [-2.219, -2.412, -5.589], [-2.967, -1.727, -4.166], [-2.178, 1.368, -6.084], [-2.748, 0.684, -7.491], [-1.215, 0.086, -6.730], [-1.441, 0.429, -0.831], [-0.693, -0.418, 0.167], [-1.297, -1.194, 0.863], [0.806, -0.393, 0.147], [-2.437, -0.003, -1.040], [-0.946, 0.638, -1.762], [-1.628, 1.408, -0.336], [1.169, 0.254, 0.894], [1.231, 0.154, -0.766], [1.327, -1.327, 0.177], [0.281, 4.289, -3.789], [1.668, 4.013, -3.160], [1.515, 3.112, -1.998], [2.685, 3.143, -0.925], [3.416, 4.419, -0.817], [1.933, 2.598, 0.334], [1.960, 3.265, 1.680], [0.674, 2.909, 2.449], [3.573, 1.953, -1.386], [4.401, 1.221, -0.512], [5.390, 0.390, -1.269], [-0.259, 4.997, -3.193], [0.509, 4.671, -4.763], [-0.239, 3.326, -3.847], [2.371, 3.539, -3.832], [2.095, 4.897, -2.713], [2.808, 2.945, 2.213], [2.163, 4.329, 1.442], [0.718, 1.839, 2.588], [0.546, 3.283, 3.475], [-0.315, 3.153, 2.068], [4.984, 1.840, 0.133], [3.824, 0.631, 0.187], [6.164, 1.009, -1.763], [5.910, -0.256, -0.527], [4.917, -0.243, -2.008], [-1.686, 2.075, 5.438], [-2.094, 3.468, 4.869], [-2.422, 3.315, 3.468], [-3.915, 3.148, 3.029], [-4.799, 3.077, 4.216], [-4.187, 4.330, 2.046], [-5.445, 4.969, 2.167], [-6.493, 4.206, 1.383], [-3.759, 1.971, 2.045], [-3.270, 0.666, 2.395], [-4.155, -0.306, 1.592], [-1.103, 1.568, 4.656], [-1.198, 2.313, 6.412], [-2.607, 1.556, 5.569], [-2.975, 3.938, 5.390], [-1.232, 4.171, 4.894], [-5.657, 5.093, 3.209], [-5.192, 5.907, 1.689], [-6.729, 3.243, 1.777], [-7.443, 4.776, 1.209], [-6.075, 3.977, 0.371], [-2.161, 0.737, 2.208], [-3.497, 0.409, 3.466], [-5.172, -0.024, 1.705], [-3.764, -0.332, 0.532], [-4.055, -1.311, 2.001], [-0.512, -3.751, -1.446], [0.971, -4.077, -0.993], [0.898, -4.691, 0.261], [2.086, -4.545, 1.298], [2.320, -3.250, 1.949], [3.334, -4.949, 0.317], [4.402, -4.018, 0.075], [5.673, -4.469, 0.807], [1.672, -5.692, 2.277], [0.987, -6.890, 1.866], [1.584, -8.068, 2.589], [-1.114, -3.361, -0.631], [-0.429, -3.028, -2.335], [-1.033, -4.594, -1.832], [1.362, -4.789, -1.734], [1.679, -3.261, -0.890], [4.618, -4.078, -1.019], [4.085, -2.990, 0.303], [6.036, -5.450, 0.455], [6.549, -3.833, 0.560], [5.479, -4.499, 1.852], [-0.122, -6.669, 2.023], [1.170, -7.036, 0.767], [2.691, -8.138, 2.499], [1.396, -8.177, 3.663], [1.156, -8.961, 2.035]], "mulliken_charge": [-0.88, 0.79, -0.61, -0.73, 0.53, 0.53, -0.21, -0.12, 0.53, 0.35, -0.83, 0.71, -0.18, -1.26, -0.09, 0.15, 0.50, 0.29, 0.33, 0.39, -0.92, 1.02, -0.33, -1.36, 0.62, 0.25, -0.33, 0.20, 0.47, 0.31, 1.09, 0.57, -0.67, -0.76, -0.84, -0.68, 0.65, 0.35, -0.22, 0.36, -0.80, 0.88, -0.61, -0.87, -0.08, 0.46, 0.33, 0.10, 0.45, 0.22, -1.22, 0.73, -0.21, 1.30, 0.17, 0.60, 0.01, -0.86, -0.30, -0.20, -1.02, -0.55, 0.24, 0.17, -0.95, 0.27, -0.72, -0.45, -0.19, 0.42, -1.38, 0.38, 0.44, -0.02, 0.19, 0.60, 0.32, 0.48, -0.22, 0.38, 0.29, 0.43, -0.15, 0.33, 0.35, 0.23, -0.71, -0.57, 0.14, 0.25, -0.83, -0.36, -0.38, -0.88, 0.28, 0.84, -1.17, -0.20, 0.44, 0.31, 0.42, 0.38, 0.37, 0.32, 0.31, 0.37, 0.11, -0.51, 0.32, 0.60, -0.05, 0.24, -0.94, 0.01, -0.06, 0.49, -0.25, -0.37, 0.37, -1.44, -0.35, -0.01, -1.26, 0.03, 0.13, 0.51, 0.30, 0.12, 0.27, -0.08, 0.36, 0.37, 0.34, 0.25, 0.24, 0.28, 0.31, 0.36]}


{"formula": "C36H84", "method": "the ωB97M-V functional and the def2-TZVPD basis", "orbital_gap_ev": 10.69, "smiles": "CCCCCC.CCCCCC.CCCCCC.CCCCCC.CCCCCC.CCCCCC", "spin_multiplicity": 1, "de_lowest_kj_mol": 1564.5, "symbols": ["C", "C", "C", "C", "C", "C", "H", "H", "H", "H", "H", "H", "H", "H", "H", "H", "H", "H", "H", "H", "C", "C", "C", "C", "C", "C", "H", "H", "H", "H", "H", "H", "H", "H", "H", "H", "H", "H", "H", "H", "C", "C", "C", "C", "C", "C", "H", "H", "H", "H", "H", "H", "H", "H", "H", "H", "H", "H", "H", "H", "C", "C", "C", "C", "C", "C", "H", "H", "H", "H", "H", "H", "H", "H", "H", "H", "H", "H", "H", "H", "C", "C", "C", "C", "C", "C", "H", "H", "H", "H", "H", "H", "H", "H", "H", "H", "H", "H", "H", "H", "C", "C", "C", "C", "C", "C", "H", "H", "H", "H", "H", "H", "H", "H", "H", "H", "H", "H", "H", "H"], "positions_angstrom": [[-2.374, 0.119, 4.409], [-0.957, -0.160, 4.152], [0.024, 0.820, 4.935], [1.458, 0.396, 4.847], [2.418, 0.995, 5.945], [3.861, 0.495, 5.901], [-3.142, -0.431, 3.912], [-2.613, 1.240, 3.953], [-2.627, 0.235, 5.317], [-0.828, 0.008, 3.100], [-1.334, -1.176, 4.492], [-0.357, 0.694, 5.986], [-0.295, 1.844, 4.811], [1.985, 0.368, 3.902], [1.485, -0.863, 4.772], [2.026, 1.110, 6.942], [2.496, 2.086, 5.722], [4.239, 0.877, 5.034], [3.870, -0.658, 5.750], [4.261, 0.786, 6.821], [-0.227, 4.007, 3.129], [-0.091, 4.875, 1.830], [-1.178, 4.687, 0.875], [-1.093, 5.688, -0.406], [-0.026, 5.311, -1.511], [-0.206, 6.121, -2.762], [0.657, 4.002, 3.674], [-0.540, 3.014, 2.767], [-0.833, 4.381, 4.094], [0.942, 4.663, 1.328], [-0.020, 6.008, 2.131], [-1.995, 4.970, 1.542], [-1.326, 3.651, 0.649], [-0.939, 6.720, 0.107], [-2.199, 5.814, -0.602], [0.057, 4.190, -1.522], [0.831, 5.840, -1.052], [0.147, 7.246, -2.521], [-1.155, 6.113, -3.146], [0.497, 5.841, -3.504], [3.698, -3.211, -4.501], [3.388, -1.696, -4.221], [1.835, -1.380, -4.555], [1.517, -0.038, -4.203], [-0.010, 0.251, -4.295], [-0.402, 1.696, -4.185], [4.467, -3.504, -3.737], [4.282, -3.245, -5.511], [2.820, -3.900, -4.545], [4.150, -1.107, -4.644], [3.509, -1.585, -3.101], [1.209, -1.877, -3.931], [1.569, -1.675, -5.792], [1.961, 0.713, -4.910], [1.662, 0.302, -3.132], [-0.540, -0.447, -3.427], [-0.197, -0.133, -5.147], [-0.036, 2.203, -3.248], [-1.576, 1.789, -4.066], [0.007, 2.386, -4.989], [-3.112, -1.529, -2.563], [-3.490, -0.676, -1.279], [-2.479, 0.231, -0.703], [-2.981, 0.828, 0.668], [-4.173, 1.852, 0.581], [-4.268, 2.672, 1.986], [-2.186, -2.172, -2.273], [-2.907, -0.895, -3.498], [-4.049, -2.110, -2.934], [-3.772, -1.271, -0.354], [-4.232, -0.122, -1.646], [-2.128, 0.879, -1.284], [-1.611, -0.583, -0.532], [-1.928, 1.214, 1.224], [-3.407, -0.045, 1.125], [-4.912, 1.109, 0.373], [-4.056, 2.584, -0.321], [-3.200, 3.054, 2.202], [-4.663, 2.135, 2.750], [-4.676, 3.459, 1.546], [-1.180, -2.881, 1.933], [-1.687, -3.624, 0.720], [-0.742, -3.637, -0.401], [-0.896, -4.769, -1.450], [0.010, -4.902, -2.622], [-0.358, -5.685, -3.906], [-0.305, -3.507, 2.073], [-1.931, -2.994, 2.763], [-0.839, -1.887, 1.554], [-2.454, -2.991, 0.326], [-2.100, -4.506, 1.073], [0.282, -3.643, -0.042], [-0.570, -2.667, -1.072], [-1.847, -4.343, -2.027], [-1.100, -5.765, -1.129], [0.912, -5.266, -2.322], [0.180, -3.971, -3.230], [-1.367, -5.207, -4.212], [-0.878, -6.824, -3.654], [0.013, -5.491, -4.908], [3.604, -4.191, 0.539], [3.290, -2.852, -0.164], [2.689, -1.746, 0.796], [2.075, -0.683, 0.004], [1.388, 0.424, 0.740], [1.015, 1.695, -0.180], [3.841, -4.869, -0.465], [2.702, -4.418, 1.270], [4.468, -4.010, 1.261], [2.807, -3.010, -1.136], [4.038, -2.369, -0.712], [3.346, -1.391, 1.744], [1.886, -2.192, 1.302], [1.415, -0.985, -0.809], [2.924, 0.155, -0.367], [2.060, 0.762, 1.578], [0.358, -0.132, 1.044], [2.090, 2.349, -0.165], [0.292, 2.448, 0.535], [0.581, 1.492, -1.012]], "mulliken_charge": [-2.02, 1.21, -0.80, 0.10, -0.60, -1.26, 0.37, -0.01, 0.87, -0.49, 0.07, 0.34, 0.48, -0.18, 0.26, 0.51, 0.24, 0.35, 0.22, 0.42, -1.01, -0.29, 0.44, -1.20, 0.69, -1.39, 0.57, -0.01, 0.34, 0.18, 0.44, 0.42, -0.40, 0.27, 0.39, -0.39, 0.21, 0.30, 0.37, 0.43, -1.11, 0.00, 0.25, -0.33, -0.53, -1.03, 0.32, 0.35, 0.20, 0.54, -0.20, -0.50, 0.20, 0.45, -0.11, -0.34, 1.25, -0.02, 0.20, 0.42, -0.73, -1.41, -0.46, 0.46, -0.80, -1.55, -0.29, 0.28, 0.40, 0.31, 0.77, 1.92, -0.74, -0.84, 0.67, 0.60, 0.26, 0.13, 0.47, 0.58, -0.40, -1.02, 1.99, -0.81, 0.01, -1.23, 0.29, 0.43, -0.34, 0.04, 0.68, -0.52, -0.83, 0.12, 0.40, 0.52, -0.28, 0.30, 0.20, 0.42, -1.08, -0.71, -0.05, 0.15, 1.28, -0.77, 0.27, 0.16, 0.35, 0.01, 0.84, 0.30, -0.02, -0.44, 0.10, 0.49, -1.26, 0.44, -0.24, -0.23]}